Formula: C26H66ClN4O20S7
Source: OMol25
Level of theory: wB97M-V/def2-TZVPD

Results
* F_max: 2.01 eV/A
* calculated total energy: -6001.27638 Ha
* E_HOMO: -12.1 eV
* net charge: +1
* HOMO-LUMO gap: 9.24 eV

```
124
Properties=species:S:1:pos:R:3:forces:R:3:mulliken_charge:R:1
N -2.176040 -1.844647 3.799237 -0.17 -0.32 -0.19 -0.661
N -2.542522 -1.475338 2.501333 0.52 0.03 -0.26 0.823
C -1.713574 -1.522322 1.491844 -0.20 -0.45 -0.10 -0.185
N -2.183990 -1.212399 0.239178 0.54 1.42 1.31 0.006
C -1.241032 -0.248137 -0.455580 -0.11 -0.44 -0.18 -0.707
C 0.165540 -0.783934 -0.367612 -0.12 -0.59 -0.06 -1.171
C 0.584587 -0.983655 1.089081 0.21 0.26 -0.94 0.165
C 0.751904 0.316999 1.875183 -0.39 -0.39 0.94 -0.302
C 2.110014 0.434455 2.583023 -0.12 0.12 -0.48 -1.382
C 3.122577 1.176230 1.721787 0.62 0.27 0.42 -0.588
C 2.837533 2.692366 1.652191 0.43 -0.93 0.20 -0.861
S 2.697997 3.244073 -0.021466 -0.92 0.62 -0.09 1.051
O 2.314546 4.618347 -0.038695 0.70 -0.02 0.25 -0.747
O 1.890774 2.327475 -0.765814 0.09 -0.45 0.00 -0.532
Cl 4.586617 3.098735 -0.731024 0.05 -0.13 0.14 -0.133
N -0.395699 -1.917904 1.724139 0.08 0.24 -0.22 -0.203
H -1.631420 -1.110571 4.230281 -0.05 0.09 0.06 0.217
H -3.019511 -2.034685 4.322662 -0.04 0.06 0.09 0.284
H -3.494788 -1.203347 2.295812 -0.59 0.24 0.30 -0.137
H -3.041616 -0.684726 0.399913 -0.43 -0.43 -0.60 0.130
H -1.358128 0.713852 0.044001 0.12 0.18 -0.15 0.387
H -1.559304 -0.163776 -1.488175 -0.11 0.03 -0.05 0.468
H 0.862238 -0.196925 -0.960340 0.04 0.31 0.20 0.316
H 0.152035 -1.783844 -0.811046 0.05 0.02 -0.24 0.493
H 1.531334 -1.517916 1.066657 0.05 -0.11 0.22 0.676
H 0.550973 1.190128 1.256172 0.11 0.01 -0.18 0.249
H -0.012158 0.327479 2.658444 -0.14 0.06 -0.04 0.190
H 2.506434 -0.554828 2.805056 -0.09 -0.11 0.09 0.451
H 1.985120 0.943642 3.537456 0.09 0.09 0.06 0.397
H 4.113024 1.062917 2.159402 0.08 -0.08 -0.01 0.482
H 3.193654 0.745265 0.724668 -0.16 -0.08 -0.08 0.407
H 1.898608 2.923559 2.151522 -0.24 0.28 -0.34 0.429
H 3.619205 3.251116 2.158615 0.07 0.27 -0.21 0.508
H -0.294182 -2.806344 1.232585 0.06 -0.23 0.28 0.409
O -5.424141 -0.264774 1.883521 0.67 -0.13 0.07 -0.693
S -6.566789 -0.292250 2.769431 -0.79 0.10 -0.04 1.308
O -6.572897 -1.237093 3.839305 0.38 -0.04 0.08 -0.652
O -7.858767 -0.457389 1.886886 0.22 0.06 0.08 -0.308
C -7.843757 -1.528923 0.905029 -0.16 -0.57 -0.56 -0.380
C -8.059640 -2.897664 1.512124 0.11 0.18 0.30 -0.810
C -6.897900 1.316265 3.390983 0.10 0.08 -0.08 -1.076
H -6.905171 -1.487718 0.350309 0.03 0.13 0.08 0.289
H -8.639378 -1.287461 0.204563 -0.07 0.22 0.15 0.303
H -7.222150 -3.184094 2.143714 -0.02 -0.08 -0.01 0.166
H -8.156700 -3.641827 0.722267 -0.01 0.03 -0.04 0.368
H -8.957600 -2.918676 2.128611 -0.06 0.02 -0.08 0.330
H -6.919932 2.017359 2.561347 -0.02 -0.01 -0.01 0.326
H -6.097473 1.567977 4.083456 0.01 -0.04 0.01 0.378
H -7.851890 1.290839 3.910078 -0.01 -0.04 0.00 0.372
O 7.208155 4.410666 1.861007 0.09 -0.11 0.01 -0.634
S 7.519365 5.719507 1.362124 -0.26 0.34 0.01 1.274
O 8.863172 6.062921 1.027587 0.12 -0.20 -0.01 -0.626
O 6.936769 6.797761 2.372513 -0.09 -0.06 -0.09 -0.271
C 7.301022 6.677957 3.766402 0.20 0.03 0.52 -0.336
C 8.699751 7.188060 4.045631 0.10 -0.06 -0.21 -1.008
C 6.462927 6.090692 0.007771 -0.10 0.05 -0.03 -0.841
H 7.181257 5.642716 4.089410 -0.01 -0.04 -0.15 0.316
H 6.567371 7.275079 4.304097 -0.10 0.05 -0.18 0.281
H 9.453586 6.550413 3.586272 -0.01 -0.01 0.01 0.303
H 8.879137 7.210296 5.120472 -0.06 0.01 0.02 0.389
H 8.828309 8.192256 3.643193 -0.04 0.03 0.06 0.272
H 5.441365 5.862997 0.298674 -0.02 0.03 -0.03 0.157
H 6.772853 5.462080 -0.823943 0.05 -0.01 0.02 0.361
H 6.570299 7.139593 -0.254138 0.04 0.01 0.03 0.357
O -1.157650 8.377238 -3.968743 0.15 0.08 0.00 -0.639
S -1.874232 8.392348 -2.731318 -0.27 -0.19 0.05 1.218
O -1.427020 9.208645 -1.647528 0.10 0.11 -0.04 -0.602
O -2.034424 6.891714 -2.221850 -0.09 0.00 -0.01 -0.282
C -0.832123 6.092765 -2.137654 0.41 -0.26 0.09 -0.439
C 0.004868 6.411803 -0.917391 0.03 0.15 -0.01 -0.405
C -3.577961 8.711235 -3.032308 -0.05 -0.04 -0.01 -0.930
H -0.254590 6.206541 -3.056076 -0.09 0.11 -0.04 0.354
H -1.180578 5.061591 -2.098250 -0.19 0.06 -0.03 0.238
H 0.431836 7.412031 -0.985256 -0.01 -0.01 -0.01 0.338
H 0.824758 5.693579 -0.822005 -0.42 0.28 -0.15 0.066
H -0.605671 6.378199 -0.013193 0.00 -0.06 -0.01 0.253
H -3.923255 8.053178 -3.824345 0.01 0.00 -0.01 0.315
H -3.657533 9.751611 -3.338780 0.05 0.01 0.00 0.372
H -4.131886 8.545128 -2.112621 0.02 0.01 0.02 0.312
O -6.056492 -5.331994 2.216652 -0.22 -0.16 -0.15 -0.713
S -4.970805 -5.597247 1.324638 0.76 0.16 0.31 1.297
O -5.190957 -6.181238 0.040011 -0.38 -0.06 -0.14 -0.628
O -3.862964 -6.422226 2.094406 -0.01 0.09 -0.02 -0.271
C -4.269009 -7.643602 2.761601 -0.13 -0.55 0.21 -0.380
C -4.439358 -8.797016 1.795172 -0.06 0.15 -0.21 -0.943
C -4.022804 -4.128511 1.106367 0.08 0.05 -0.02 -0.651
H -5.177631 -7.463240 3.337035 -0.02 0.15 -0.08 0.362
H -3.471793 -7.857839 3.469597 0.10 0.19 -0.06 0.294
H -5.290149 -8.638706 1.133537 -0.02 -0.01 0.03 0.282
H -4.604232 -9.721778 2.347134 0.03 0.02 0.05 0.410
H -3.551999 -8.908242 1.171655 0.04 -0.04 0.06 0.195
H -3.811529 -3.708785 2.086631 -0.04 -0.10 0.00 0.244
H -4.626542 -3.441882 0.514348 -0.05 -0.02 0.00 0.439
H -3.105660 -4.384919 0.576350 -0.01 -0.05 -0.02 0.098
O 5.332452 -1.759612 -5.551706 0.12 -0.09 0.04 -0.638
S 5.609291 -0.482276 -6.134698 -0.25 0.22 -0.03 1.197
O 6.944026 -0.129167 -6.497779 0.11 -0.13 -0.01 -0.600
O 5.013612 0.644966 -5.176813 -0.13 -0.02 -0.06 -0.265
C 5.399508 0.599227 -3.789378 0.28 0.10 0.51 -0.133
C 6.795298 1.151679 -3.569550 0.08 -0.07 -0.15 -1.085
C 4.539890 -0.202463 -7.502285 -0.06 0.03 -0.01 -0.926
H 5.310258 -0.419837 -3.409089 -0.01 -0.06 -0.17 0.322
H 4.668027 1.208725 -3.260524 -0.13 0.03 -0.21 0.091
H 7.548675 0.504941 -4.015947 0.00 -0.01 0.02 0.390
H 7.007590 1.234459 -2.502406 -0.07 -0.01 0.02 0.373
H 6.894827 2.135314 -4.028351 -0.04 0.03 0.04 0.274
H 3.520372 -0.426233 -7.202358 0.00 -0.01 0.01 0.309
H 4.859775 -0.871627 -8.297637 0.04 -0.02 0.03 0.373
H 4.639551 0.832774 -7.816524 0.03 0.00 0.00 0.317
O -0.653938 -5.675236 -3.101386 0.16 0.24 0.15 -0.711
S -1.449998 -6.198007 -2.034488 -0.31 -0.58 -0.24 1.266
O -1.359664 -5.613693 -0.724484 0.10 0.32 0.10 -0.587
O -1.202169 -7.760170 -1.926753 -0.11 0.15 0.06 -0.282
C 0.165417 -8.223553 -1.842200 0.55 -0.20 0.07 -0.412
C 0.751199 -8.049922 -0.456006 -0.14 0.19 0.07 -0.887
C -3.138826 -6.263353 -2.504352 -0.08 -0.05 -0.01 -0.882
H 0.769955 -7.722116 -2.598630 -0.12 0.10 -0.02 0.366
H 0.124340 -9.278098 -2.104820 -0.21 0.02 -0.04 0.295
H 0.881641 -6.996831 -0.209952 0.02 0.00 -0.02 0.213
H 1.724317 -8.537221 -0.400788 -0.02 -0.04 -0.05 0.395
H 0.092873 -8.485348 0.295705 0.03 -0.07 -0.01 0.227
H -3.232064 -6.735779 -3.477952 0.10 0.00 -0.01 0.387
H -3.489540 -5.234571 -2.548511 0.00 0.02 0.01 0.353
H -3.688651 -6.812188 -1.744840 -0.02 0.05 0.03 0.214
```
Positions in Å, forces in eV/Å.

***

Formula: C26H66F2HgN5O14S2
Source: OMol25
Level of theory: wB97M-V/def2-TZVPD

Results
* F_max: 8.92 eV/A
* relative energy (zero: lowest compared OMol25 entry of this formula, charge and spin): 0.0 kcal per mole
* calculated total energy: -3506.11467 Ha
* E_HOMO: -9.4 eV
* net charge: +1
* HOMO-LUMO gap: 2.99 eV

```
116
Properties=species:S:1:pos:R:3:forces:R:3:mulliken_charge:R:1
Hg -13.253440 -17.885440 6.613050 1.66 0.71 0.39 2.100
N -12.060730 -16.037490 5.967940 0.96 2.50 2.81 0.009
S -11.875010 -15.371330 4.580170 2.72 -1.88 -8.29 0.699
O -10.500760 -15.391330 4.036170 -2.29 -0.29 2.02 -0.607
O -12.617690 -14.231190 4.231290 -1.01 0.55 0.60 -0.512
F -12.563200 -16.588900 3.795410 -0.26 -0.02 0.22 -0.354
S -11.426500 -14.600880 6.753180 3.19 1.23 6.98 0.794
O -12.215510 -13.431880 6.792120 -1.00 0.05 -1.64 -0.498
O -9.981170 -14.411470 6.892880 -2.37 -1.41 -2.07 -0.541
F -11.701490 -15.067310 8.279190 -0.49 -1.42 -0.37 -0.211
C -8.683720 -18.637510 3.960790 -0.94 1.62 -0.46 0.760
C -7.275020 -18.558480 3.348250 0.93 -1.43 1.50 -0.733
O -6.965780 -17.671270 2.300290 -0.87 0.25 0.03 -0.472
O -8.947080 -17.843130 5.146080 0.50 -0.99 0.25 -0.517
H -9.034860 -19.634500 4.226880 0.87 -0.31 0.07 0.261
H -9.416690 -18.346040 3.208530 0.05 0.23 -0.38 -0.695
H -6.952690 -19.560270 3.064300 -0.62 -0.51 -0.48 0.411
H -6.535080 -18.402830 4.133330 -0.33 0.45 0.72 0.350
H -6.010000 -17.753840 2.264820 0.10 0.42 -0.45 0.304
H -9.320850 -16.974090 4.982780 0.13 0.25 -0.74 0.260
C -8.601290 -13.951960 -2.250070 1.63 0.43 -1.35 -0.890
O -9.959280 -13.901260 -2.182320 -1.97 -3.08 -1.11 -0.382
C -10.478480 -13.071200 -1.237840 -0.81 0.53 1.19 -0.298
C -12.061680 -13.088230 -1.236810 0.05 -0.22 -0.39 -0.856
N -12.763690 -13.139170 0.101470 2.93 0.74 -2.11 -0.363
C -12.426870 -14.340430 0.855620 -2.44 -0.19 0.33 -0.536
C -12.859960 -15.713440 0.201490 1.17 -0.02 -0.07 -0.507
O -12.209710 -16.864670 0.789150 -1.82 0.87 0.72 -0.309
C -10.857890 -16.994870 0.530170 1.08 -0.27 0.25 0.330
H -8.051890 -13.264520 -1.606890 -0.28 0.27 0.30 0.421
H -8.433310 -13.637290 -3.280060 0.98 -0.14 -0.15 0.305
H -8.149450 -14.931920 -2.096380 -0.36 -0.29 0.09 0.251
H -9.923290 -12.187960 -1.553680 -1.07 1.48 1.18 0.499
H -10.116730 -13.422490 -0.271490 -0.09 0.41 0.56 0.266
H -12.437810 -13.931170 -1.816540 0.83 -0.73 -0.05 0.310
H -12.434790 -12.333150 -1.928730 -0.06 0.88 0.78 0.496
H -13.724900 -12.865530 -0.044530 -0.04 -0.61 0.49 0.280
H -13.058850 -14.138030 1.720330 -0.15 -0.83 0.40 0.222
H -11.448680 -14.378100 1.335030 0.40 0.26 -0.79 0.357
H -12.645370 -15.832820 -0.860490 0.17 0.78 -0.24 0.375
H -13.944340 -15.805970 0.262010 0.05 -0.35 0.46 0.304
H -10.673320 -17.735740 -0.247730 0.05 0.01 -0.23 0.393
H -10.384950 -17.341670 1.448960 0.08 -0.23 0.07 -0.692
H -10.308460 -16.082520 0.298140 -0.32 0.30 -0.30 0.112
C -9.519890 -10.883390 5.392440 -0.18 0.46 -0.58 -0.325
O -9.761320 -10.628530 4.013900 0.20 -0.19 -0.14 -0.396
C -11.108190 -10.384650 3.643460 -0.55 1.04 -0.65 -0.211
C -11.724090 -9.036340 4.046010 -0.42 -1.40 0.98 -0.986
N -10.975200 -7.939880 3.568440 -0.29 -1.19 0.00 -0.186
C -11.361470 -6.658150 4.041330 2.59 0.56 -1.29 -0.647
C -10.192720 -5.724710 3.480550 -1.27 -0.86 1.26 -0.544
O -8.844420 -6.287970 3.600690 -2.17 0.95 -2.96 -0.360
C -8.299110 -6.810180 4.732430 0.29 0.92 1.90 -0.539
H -10.020410 -11.787480 5.739130 -0.58 0.19 0.14 -0.065
H -9.802720 -9.956630 5.891680 -0.05 -0.37 0.85 0.295
H -8.465100 -11.099340 5.562370 0.11 0.36 -0.39 0.249
H -11.804100 -11.132320 4.023980 0.17 -0.54 -0.23 0.139
H -11.096660 -10.288890 2.557740 0.09 -0.88 -0.14 0.358
H -11.927880 -9.150390 5.110700 0.70 0.78 1.08 0.401
H -12.772150 -8.972850 3.753380 -0.11 -0.24 -0.96 0.424
H -9.990560 -8.162620 3.599440 -0.01 0.43 0.04 0.295
H -11.400710 -6.526700 5.122660 -0.16 -0.25 0.38 0.326
H -12.319340 -6.398950 3.590320 -0.04 0.35 0.10 0.410
H -10.432590 -4.808240 4.019680 1.21 0.54 0.17 0.378
H -10.402550 -5.532820 2.428290 0.61 -0.28 0.01 0.304
H -8.280880 -5.995500 5.456350 0.23 -0.12 0.73 0.329
H -7.262300 -7.077470 4.528260 -0.10 -0.10 -0.19 0.193
H -8.802850 -7.658970 5.194910 -0.27 -0.23 -0.15 0.176
C -12.655460 -19.948080 4.298870 -0.64 1.05 -3.20 -0.421
O -12.568220 -19.778640 5.651950 -0.31 -0.58 2.02 -0.511
C -12.021050 -20.831040 6.446910 -0.61 -0.82 0.82 -0.557
C -11.847560 -20.305740 7.870610 -0.12 0.27 -0.40 -0.680
N -11.335350 -18.912600 7.772430 -0.72 -0.41 2.86 -0.185
C -11.221140 -18.302980 9.219980 0.40 1.26 -2.01 -0.928
C -12.553100 -17.728640 9.798660 -0.85 -1.07 0.06 -0.372
O -13.514700 -17.299620 8.798720 0.56 -1.57 -1.39 -0.300
C -14.622850 -16.574580 9.279170 0.46 1.96 1.28 -0.744
H -13.394580 -20.646380 3.906220 0.37 -0.88 0.60 0.293
H -11.671060 -20.013370 3.835410 -0.01 -0.45 0.04 0.194
H -13.091490 -19.025620 3.915410 0.32 0.31 -0.11 0.101
H -11.133400 -21.289480 6.011020 0.52 0.89 -0.21 0.459
H -12.664680 -21.708010 6.515970 -0.67 0.17 -0.27 0.380
H -11.193220 -21.011870 8.381800 0.27 0.19 0.21 0.441
H -12.771550 -20.281980 8.448340 -0.29 -0.16 -0.25 0.373
H -10.434360 -19.115890 7.363790 0.73 1.39 -0.17 0.143
H -10.607310 -17.402460 9.200810 0.38 -0.17 -0.81 0.328
H -10.637700 -18.978730 9.845330 -0.79 -0.23 0.39 0.485
H -12.436650 -16.838140 10.416360 0.72 -0.17 0.12 0.274
H -13.054300 -18.498680 10.385110 -0.14 0.03 0.18 0.513
H -14.198010 -15.619400 9.587770 -0.13 0.46 -0.06 0.147
H -15.020130 -16.949970 10.222220 -0.39 -0.73 -0.42 0.327
H -15.349430 -16.332620 8.503510 0.04 -0.65 0.05 0.322
C -12.757570 -13.014560 11.096780 0.09 2.71 -0.66 -0.614
O -11.399730 -12.587640 11.320200 0.88 -3.49 1.12 -0.402
C -10.562170 -13.782820 11.638960 -0.22 -0.19 -0.89 0.151
C -10.352300 -13.978370 13.118170 0.94 1.17 0.97 -0.444
N -9.220630 -14.840780 13.547330 -0.49 0.32 -0.33 -0.381
C -9.227730 -15.171460 14.977930 -0.64 -0.21 -0.44 -0.955
C -9.071690 -14.012390 16.034880 0.73 -1.23 -2.02 -0.393
O -7.835920 -13.271400 15.750290 -1.62 -0.99 2.01 -0.335
C -7.682110 -12.329540 16.846470 -0.84 0.24 -1.50 -0.730
H -13.271730 -13.784300 11.672320 0.87 -0.43 0.31 0.289
H -12.881740 -13.119420 10.018960 -0.18 -0.59 -0.08 0.118
H -13.266990 -12.083410 11.344860 -0.60 -0.11 -0.07 0.398
H -9.613030 -13.795710 11.103170 0.13 0.85 0.02 0.388
H -11.016500 -14.697620 11.258390 -0.58 0.01 -0.33 -0.458
H -11.281770 -14.324290 13.570410 0.06 -0.08 0.21 0.291
H -10.133160 -12.969980 13.469240 -0.45 0.31 0.40 0.271
H -8.349780 -14.340420 13.440760 0.09 0.27 -0.62 0.328
H -8.522840 -16.001480 15.025900 0.62 0.47 0.73 0.398
H -10.164320 -15.714780 15.103260 -0.39 0.31 0.63 0.428
H -9.122800 -14.497050 17.009860 0.64 0.13 0.30 0.449
H -9.960800 -13.382980 15.997070 0.09 0.49 -0.23 0.337
H -6.739030 -11.812140 16.670430 -0.12 -0.12 0.45 0.249
H -7.860410 -12.730800 17.844120 0.78 -0.57 -0.02 0.302
H -8.529490 -11.653110 16.734780 0.15 0.68 -0.02 0.320
```
Positions in Å, forces in eV/Å.